Record 1
Computed, not measured: a single CH2N2P2 molecule, with the ωB97M-V functional and the def2-TZVPD basis.

Last column: Löwdin charge in e.
Element x y z (Å)
1 P 0.79 -1.42 0.04  0.852
2 P -1.81 0.50 -0.03  0.593
3 N -1.88 -0.88 -0.60  -0.504
4 N 0.85 0.10 0.30  -0.487
5 C 0.11 1.09 0.51  -0.333
6 H 0.50 2.00 0.87  0.046
7 H 1.44 -1.39 -1.09  -0.166

Output
Energy above the lowest of the compared OMol25 structures with the same formula, charge and spin: 353.1 kJ/mol
HOMO-LUMO gap: 7.888 eV
Max |F|: 0.081 Eh/bohr
HOMO level: -8.67 eV

Record 2
Computed, not measured: CH2N2S2 as an isolated structure, with the ωB97M-V functional and the def2-TZVPD basis.

Last column: Löwdin charge in e.
Element x y z (Å)
1 S -0.01 1.36 -0.87  0.795
2 S -1.45 -0.64 0.65  0.600
3 N 1.07 0.63 0.17  -0.406
4 N -1.13 0.18 -0.82  -0.905
5 C 0.89 -0.32 0.90  -0.238
6 H 1.51 -0.89 1.70  0.106
7 H -0.89 -0.32 -1.73  0.047

Output
Energy above the lowest of the compared OMol25 structures with the same formula, charge and spin: 204.0 kJ/mol
HOMO-LUMO gap: 8.770 eV
Max |F|: 0.054 Eh/bohr
HOMO level: -8.66 eV

Record 3
Computed, not measured: a 2-piece molecular cluster, CH2N2S4 overall, with the ωB97M-V functional and the def2-TZVPD basis.

Last column: Mulliken spin population.
Element x y z (Å)
1 S -2.37 -2.54 1.09  0.051
2 S 2.19 2.01 0.53  0.125
3 S 1.71 0.69 -1.02  0.500
4 S -0.86 1.12 0.41  0.845
5 N -1.15 -2.13 0.34  0.039
6 N -0.24 -1.70 -0.12  -0.019
7 C 0.07 0.47 -0.75  0.479
8 H -0.35 -0.33 -1.43  -0.021
9 H 0.99 2.41 0.96  0.000

Output
Energy above the lowest of the compared OMol25 structures with the same formula, charge and spin: 145.0 kJ/mol
HOMO-LUMO gap (spin up / spin down): 6.102 / 5.551 eV
Max |F|: 0.094 Eh/bohr
Multiplicity: 3
HOMO level (spin up / spin down): -6.37 / -8.97 eV

Record 4
Computed, not measured: a 2-piece molecular cluster, CH2N3O overall, with the ωB97M-V functional and the def2-TZVPD basis.

Last column: Löwdin charge in e.
Element x y z (Å)
1 O 1.54 0.49 0.16  -0.146
2 N 1.72 -1.85 -0.18  -0.044
3 N -0.53 1.41 -0.32  -0.063
4 N -1.24 0.47 -0.01  -0.210
5 C 1.59 -0.69 -0.03  -0.777
6 H -1.27 -0.45 -0.59  0.120
7 H -1.82 0.62 0.97  0.120

Output
Energy above the lowest of the compared OMol25 structures with the same formula, charge and spin: 51.5 kJ/mol
HOMO-LUMO gap: 7.683 eV
Net charge: -1
Max |F|: 0.057 Eh/bohr
HOMO level: -3.35 eV

Record 5
Computed, not measured: a 2-piece molecular cluster, CH2N3O3P overall, with the ωB97M-V functional and the def2-TZVPD basis.

Last column: Löwdin charge in e.
Element x y z (Å)
1 P -1.87 -0.38 0.89  0.605
2 O 1.92 -1.02 -3.07  0.165
3 O 3.44 -0.61 -1.60  0.156
4 O -2.66 0.29 -0.14  -0.509
5 N -1.72 0.69 2.15  -0.203
6 N 2.33 -0.70 -2.01  -0.415
7 N 1.32 -0.35 -1.05  0.085
8 C 0.55 -0.02 -0.25  0.049
9 H -2.10 1.63 2.09  0.045
10 H -1.22 0.47 2.99  0.021

Output
Energy above the lowest of the compared OMol25 structures with the same formula, charge and spin: 327.7 kJ/mol
HOMO-LUMO gap: 8.161 eV
Max |F|: 0.027 Eh/bohr
HOMO level: -9.50 eV

Record 6
Computed, not measured: a 2-piece molecular cluster, CH2N3O6 overall, with the ωB97M-V functional and the def2-TZVPD basis.

Last column: Löwdin charge in e.
Element x y z (Å)
1 O 3.07 -0.81 0.50  0.237
2 O 1.95 0.89 -0.28  0.126
3 O -0.27 2.36 0.25  0.249
4 O -1.57 -1.60 0.07  0.197
5 O 0.95 -0.98 0.00  0.049
6 O -3.52 -0.66 0.20  0.288
7 N 2.04 -0.41 0.09  -0.399
8 N -0.98 1.49 0.08  0.016
9 N -2.34 -0.59 0.05  -0.230
10 C -1.63 0.52 -0.12  0.093
11 H 2.82 1.16 -0.70  0.199
12 H -0.51 -1.38 -0.15  0.177

Output
Energy above the lowest of the compared OMol25 structures with the same formula, charge and spin: 0.0 kJ/mol
HOMO-LUMO gap: 8.877 eV
Net charge: +1
Max |F|: 0.092 Eh/bohr
HOMO level: -16.26 eV